Record 1
Molecular formula: C39H78O13
Method: DFT, wB97M-V/def2-TZVPD

Structure (XYZ):
```
130
Properties=species:S:1:pos:R:3:forces:R:3:lowdin_charge:R:1
C -0.67238 1.11357 0.95014 0.06 0.20 0.11 0.001
C 0.52794 0.27324 0.55377 -0.47 0.67 -0.24 -0.451
O 1.17742 -0.26654 1.42121 0.14 -0.18 0.07 0.024
C 0.93380 0.18635 -0.90674 -0.45 0.56 1.13 0.008
H -1.60894 0.68532 0.58202 0.06 -0.24 0.05 0.075
H -0.67141 2.13108 0.54994 0.42 -0.11 -0.29 0.069
H -0.67077 1.19567 2.03653 -0.22 -0.07 -0.16 0.052
H 1.99850 0.41259 -0.87573 0.11 -0.45 -0.56 0.074
H 0.40870 0.96826 -1.45493 0.06 -0.15 -0.24 0.052
H 0.67710 -0.81664 -1.24373 0.36 0.00 -0.26 0.073
C 3.51731 -1.51962 3.28559 0.36 -0.09 -0.66 -0.008
C 3.60332 -2.69460 2.33070 -0.61 -0.82 0.40 -0.470
O 3.79693 -3.82221 2.74213 0.21 0.24 0.03 0.050
C 3.27770 -2.50024 0.87443 0.13 0.34 -0.53 -0.013
H 2.61948 -1.61810 3.89436 -0.11 0.07 -0.10 0.090
H 3.49346 -0.60107 2.70480 -0.12 0.20 0.36 0.044
H 4.36795 -1.53115 3.96513 0.03 0.01 -0.04 0.091
H 2.19865 -2.54397 0.72324 0.09 0.13 0.17 0.056
H 3.68827 -3.29073 0.24841 0.20 -0.06 0.21 0.084
H 3.57936 -1.51959 0.50168 0.02 -0.03 0.02 0.061
C -2.03759 -4.50420 0.27113 -0.17 -0.88 0.72 -0.010
C -1.14127 -3.30793 0.43794 -0.23 0.38 0.50 -0.461
O -1.20880 -2.36390 -0.31960 -0.22 0.05 -0.36 0.060
C -0.16244 -3.29239 1.56500 1.14 0.02 0.05 -0.017
H -1.81426 -5.00595 -0.66974 -0.21 0.09 -0.11 0.073
H -3.10224 -4.28350 0.36501 0.07 0.50 -0.52 0.089
H -1.91020 -5.24700 1.06396 0.47 0.08 -0.06 0.084
H 0.60392 -4.05933 1.39667 -0.29 -0.30 0.08 0.107
H -0.57010 -3.43959 2.56208 -0.32 -0.28 -0.10 0.088
H 0.41255 -2.36663 1.56958 -0.41 0.11 -0.04 0.044
C 1.32653 -1.56717 -5.37684 0.03 -0.35 0.93 -0.020
C 0.77845 -0.28394 -5.95727 0.42 -1.11 -0.26 -0.487
O 1.01956 0.00645 -7.10343 -0.10 0.47 -0.01 0.074
C -0.15416 0.51887 -5.09854 0.05 0.73 0.10 -0.024
H 2.40280 -1.70828 -5.46922 0.02 0.39 -0.34 0.089
H 0.87003 -2.43955 -5.84891 -0.15 0.15 -0.18 0.086
H 1.12888 -1.62520 -4.30585 -0.03 -0.03 -0.06 0.040
H 0.02869 1.57189 -5.32175 -0.30 -0.01 -0.11 0.087
H -0.03200 0.38923 -4.02450 0.17 -0.29 -0.03 0.057
H -1.18104 0.25344 -5.35887 -0.02 0.09 -0.06 0.095
C -2.70183 -0.62142 -2.44090 -0.03 -0.21 -0.41 -0.019
C -3.90616 -1.27657 -1.82841 -0.23 -0.05 0.29 -0.476
O -4.65143 -0.69262 -1.06989 0.20 0.04 -0.09 0.049
C -4.21349 -2.70475 -2.23341 -0.56 0.19 0.64 -0.012
H -2.20113 -1.39265 -3.02649 0.41 0.32 -0.03 0.075
H -2.03467 -0.18180 -1.70195 -0.02 -0.23 0.15 0.064
H -3.02109 0.19329 -3.09471 -0.12 -0.09 -0.07 0.084
H -4.53674 -2.72408 -3.27483 0.21 -0.12 -0.09 0.092
H -5.04981 -3.01288 -1.60403 -0.06 -0.09 -0.18 0.084
H -3.39482 -3.39549 -2.04489 0.25 0.17 -0.30 0.056
C 0.37171 -6.40539 -3.75348 0.32 0.46 0.24 -0.016
C 0.87789 -5.16696 -3.01125 -0.23 -0.31 -0.51 -0.481
O 1.91262 -5.18915 -2.39677 0.15 0.12 0.16 0.072
C -0.03048 -3.95182 -3.07441 0.74 -0.33 0.13 -0.019
H 0.59642 -7.28043 -3.14634 -0.31 -0.05 0.05 0.084
H 0.92693 -6.54718 -4.68245 0.00 0.23 -0.05 0.087
H -0.68184 -6.26956 -3.98889 -0.06 -0.40 0.02 0.072
H -0.36880 -3.80466 -4.09898 -0.24 0.01 0.06 0.080
H 0.50919 -3.07611 -2.72057 -0.09 0.00 0.11 0.067
H -0.86429 -4.18477 -2.41222 -0.24 0.26 -0.16 0.056
C -3.46459 0.06710 4.66812 0.12 0.65 0.40 -0.020
C -2.07280 0.28202 4.11383 -0.58 -1.24 -0.74 -0.457
O -1.51263 1.34857 4.11415 -0.04 0.11 0.65 0.009
C -1.53167 -0.90073 3.32262 -0.18 -0.19 0.54 -0.018
H -3.99853 1.01821 4.66989 0.06 -0.16 0.00 0.077
H -3.45784 -0.28297 5.70238 0.28 -0.17 -0.02 0.097
H -4.02341 -0.64929 4.06851 0.07 -0.04 0.02 0.084
H -0.45002 -0.97060 3.25119 0.04 0.36 0.04 0.075
H -1.94010 -0.79280 2.31292 0.03 -0.10 0.02 0.077
H -1.92668 -1.82883 3.73894 -0.01 -0.01 -0.02 0.085
C -0.29838 4.99791 1.36643 -0.47 0.64 0.04 -0.018
C -1.15696 4.88449 2.61305 0.76 -0.56 0.09 -0.490
O -0.87827 5.55617 3.57792 -0.35 0.02 0.19 0.064
C -2.28947 3.87981 2.60699 0.10 0.55 -0.57 -0.008
H 0.42977 4.20100 1.22040 -0.18 -0.23 0.16 0.064
H 0.23256 5.94383 1.46423 0.11 -0.04 -0.21 0.089
H -0.96739 5.02583 0.50489 0.23 -0.03 -0.17 0.057
H -3.19855 4.39211 2.92095 -0.04 -0.20 0.29 0.097
H -2.04293 3.03182 3.24572 -0.17 0.32 0.10 0.056
H -2.44147 3.51969 1.58934 -0.06 -0.12 0.00 0.057
C -4.23523 0.98408 1.56201 -0.36 0.17 0.86 -0.023
C -5.62700 1.00717 2.14276 -0.21 -0.25 -0.20 -0.474
O -5.81749 1.17910 3.32438 -0.29 0.22 -0.10 0.057
C -6.78118 0.72692 1.19635 -0.57 0.36 0.63 -0.015
H -4.09554 -0.01733 1.15819 0.21 0.25 -0.55 0.075
H -3.52808 1.15858 2.37256 -0.04 0.15 -0.25 0.047
H -4.17641 1.79751 0.83870 0.26 -0.40 -0.39 0.095
H -6.66223 -0.21662 0.66886 0.15 0.06 -0.13 0.072
H -6.95590 1.53354 0.48189 0.46 -0.06 -0.19 0.087
H -7.68670 0.71352 1.80606 0.05 -0.26 0.00 0.080
C 3.31662 3.40648 -0.71274 -0.41 0.70 -0.26 -0.019
C 4.45122 2.64653 -0.10160 0.17 0.06 0.01 -0.497
O 5.58055 2.75807 -0.52225 0.00 -0.07 0.03 0.064
C 4.13284 1.70940 1.03778 -0.21 -0.16 -0.18 -0.010
H 2.73089 2.73915 -1.35007 -0.06 -0.03 0.09 0.073
H 3.65829 4.24319 -1.32222 0.28 -0.23 -0.11 0.087
H 2.63032 3.85120 0.01136 -0.01 -0.37 0.21 0.073
H 4.63051 0.75711 0.85165 0.19 0.08 0.22 0.068
H 3.06812 1.50741 1.14363 -0.04 0.11 -0.02 0.049
H 4.48604 2.14429 1.97333 0.10 -0.11 0.04 0.098
C -1.10019 5.40817 -2.36046 -0.65 0.15 -1.03 -0.019
C -0.81534 3.93079 -2.31504 0.16 0.04 0.01 -0.487
O 0.11730 3.47048 -1.69985 0.25 0.05 0.12 0.053
C -1.78189 3.01223 -3.01505 0.11 -0.31 -0.23 -0.017
H -0.24359 6.07312 -2.30266 0.16 -0.28 0.70 0.090
H -1.88326 5.59736 -1.62219 0.27 0.28 0.22 0.087
H -1.56592 5.67696 -3.31543 -0.11 -0.25 0.02 0.082
H -1.38721 1.99863 -2.98588 -0.04 0.02 0.19 0.040
H -1.89773 3.27085 -4.06863 -0.15 0.23 0.06 0.091
H -2.75821 3.02955 -2.52727 -0.06 0.11 -0.07 0.095
C 5.32756 -0.62563 -2.10776 -0.57 0.00 0.12 -0.002
C 4.38531 -1.77534 -2.38240 -0.08 -0.64 0.34 -0.503
O 3.19911 -1.60575 -2.55924 -0.06 0.35 -0.14 0.041
C 4.96719 -3.16545 -2.38283 0.71 0.20 -0.46 -0.022
H 5.01479 0.24165 -2.68657 0.14 0.03 -0.03 0.090
H 6.37956 -0.85746 -2.24534 -0.01 -0.03 -0.07 0.085
H 5.15637 -0.38020 -1.05489 0.21 0.08 0.00 0.068
H 5.57667 -3.19290 -3.29676 -0.08 -0.22 -0.04 0.093
H 4.23271 -3.96465 -2.40835 -0.18 0.16 0.05 0.065
H 5.70064 -3.31918 -1.58891 -0.17 0.10 0.18 0.087
C 2.05519 3.05549 6.15901 0.19 -0.11 -0.03 -0.013
C 2.34617 2.32631 4.87360 -0.21 -0.33 0.07 -0.492
O 3.35951 1.68008 4.72185 0.23 0.10 0.13 0.054
C 1.30176 2.35789 3.80056 0.26 -0.40 -0.08 -0.005
H 1.24021 3.76408 6.03248 0.07 0.13 0.13 0.078
H 2.97627 3.51856 6.51089 -0.11 0.17 0.03 0.085
H 1.77199 2.31283 6.90789 -0.09 -0.01 -0.02 0.090
H 1.08837 3.39057 3.52017 -0.05 -0.04 -0.15 0.084
H 0.36944 1.87795 4.11276 0.28 0.36 0.22 0.064
H 1.69913 1.73846 2.99829 -0.09 0.32 -0.34 0.060
```
Forces are in eV/Å.

HOMO in eV: -9.12
Orbital gap in eV: 9.22
LUMO energy in eV: 0.105
Charge: 0
Energy above the lowest of the compared OMol25 structures with the same formula, charge and spin in kJ/mol: 71.8



Record 2
Molecular formula: C39H78O21
Method: DFT, wB97M-V/def2-TZVPD

Structure (XYZ):
```
138
Properties=species:S:1:pos:R:3:forces:R:3:lowdin_charge:R:1
C -1.45580 3.96156 0.75714 1.20 -1.45 -0.47 -0.168
C -1.81798 5.42078 0.72293 -0.63 -0.02 1.00 -0.181
C -2.98201 5.40983 1.68558 1.50 -0.49 0.88 -0.144
O -2.57881 4.34827 2.66387 -2.19 1.48 1.39 -0.141
C -1.54170 3.51880 2.27595 0.93 1.24 -3.10 -0.210
H -0.45643 3.87073 0.33156 0.00 -0.64 -0.10 0.103
H -2.17259 3.37974 0.17767 0.08 -0.05 -0.14 0.102
H -2.11332 5.88276 -0.21912 0.30 -0.37 -0.21 0.117
H -1.02445 5.99755 1.19805 0.17 0.16 -0.25 0.117
H -3.93304 5.21929 1.18825 -0.06 -0.47 0.32 0.114
H -2.99933 6.37983 2.18247 -0.44 -0.28 0.50 0.112
H -1.66245 2.46217 2.51478 -0.97 -0.12 -0.49 0.108
H -0.55292 3.68928 2.70181 0.11 0.95 0.66 0.095
C 0.78262 -2.49664 5.11572 -0.41 -0.51 1.68 -0.173
C 0.81464 -3.92356 4.57413 -1.03 0.18 0.04 -0.157
C 1.55318 -3.82379 3.27783 -0.05 1.25 -1.04 -0.181
O 1.71070 -2.38666 3.04424 0.91 0.41 -0.08 -0.172
C 0.78415 -1.68619 3.88774 -0.45 -0.33 -0.99 -0.221
H 1.61164 -2.28105 5.78977 0.17 0.10 -0.15 0.118
H -0.14086 -2.36418 5.67941 0.03 0.14 0.21 0.115
H -0.20616 -4.07785 4.22448 -0.28 -0.71 0.74 0.106
H 1.16784 -4.68113 5.27373 -0.19 0.04 -0.15 0.120
H 0.93562 -4.11487 2.42813 -0.02 -0.64 0.05 0.114
H 2.47525 -4.40405 3.24330 0.41 0.63 -0.07 0.118
H -0.19941 -1.69619 3.41804 -0.48 -0.51 -0.20 0.097
H 0.88713 -0.60753 4.00604 1.32 -0.07 -0.08 0.128
C -3.92836 -2.94842 3.04091 -0.38 -0.86 0.14 -0.162
C -3.32549 -3.17076 1.65103 0.11 -0.03 0.59 -0.169
C -3.55528 -1.86114 1.00234 -0.62 1.52 0.36 -0.221
O -3.63518 -0.88474 2.06520 0.71 0.55 -0.38 -0.137
C -3.62311 -1.49908 3.34447 -0.28 -0.23 -0.54 -0.205
H -3.46273 -3.64347 3.73961 -0.29 0.03 0.23 0.108
H -5.00166 -3.13041 2.98606 -0.07 0.00 0.22 0.115
H -3.86204 -3.92324 1.07311 0.58 -0.47 0.23 0.115
H -2.25544 -3.31891 1.79642 0.04 -0.55 -0.42 0.113
H -4.53700 -1.84187 0.52910 -0.01 0.04 -0.40 0.118
H -2.78621 -1.55235 0.29433 0.02 0.04 -0.05 0.105
H -4.35783 -0.95498 3.93797 -0.06 -0.29 0.18 0.123
H -2.66440 -1.44705 3.86049 0.39 0.36 -0.15 0.099
C 0.14767 -0.10949 0.81989 0.84 -0.40 0.70 -0.156
C 1.30985 0.73786 1.35648 0.50 0.17 -0.23 -0.143
C 1.85144 1.48375 0.11453 -1.47 -1.08 0.33 -0.148
O 0.69939 1.59680 -0.72850 -0.47 0.35 -0.46 -0.174
C -0.26536 0.57025 -0.46348 0.05 0.48 0.47 -0.196
H -0.59896 -0.17765 1.61109 -0.36 -0.07 -0.37 0.099
H 0.48033 -1.11659 0.56851 0.08 -0.14 0.30 0.103
H 2.10765 0.16112 1.82445 -0.14 -0.12 0.09 0.090
H 0.89371 1.41203 2.10510 0.24 0.35 -0.04 0.102
H 2.53071 0.83700 -0.44082 0.64 0.20 0.26 0.106
H 2.24217 2.48023 0.32060 0.13 -0.17 -0.20 0.123
H -0.27964 -0.21122 -1.22322 -0.05 0.33 -0.60 0.100
H -1.23837 1.05216 -0.36806 -0.12 0.00 -0.26 0.113
C -2.06567 -2.67671 -2.86144 -0.20 -0.04 0.41 -0.144
C -3.36604 -3.32838 -2.34662 -0.95 1.08 -0.38 -0.172
C -3.11212 -4.79609 -2.33562 1.03 -0.79 -0.39 -0.194
O -1.68057 -4.99512 -2.38729 -1.06 0.36 0.45 -0.144
C -1.12044 -3.86591 -3.06719 0.61 -0.51 0.72 -0.190
H -1.72063 -2.01136 -2.07002 0.33 0.03 -0.08 0.079
H -2.20532 -2.07017 -3.75626 0.04 -0.18 -0.05 0.101
H -4.24781 -3.15878 -2.96453 0.17 0.23 -0.50 0.111
H -3.71595 -2.90258 -1.40622 0.54 -0.24 0.32 0.077
H -3.46141 -5.23775 -3.26891 -0.63 -0.23 0.15 0.119
H -3.54984 -5.25498 -1.44909 0.25 -0.44 -0.18 0.118
H -0.91119 -4.07962 -4.11535 -0.29 -0.04 -0.17 0.111
H -0.15930 -3.81567 -2.55553 0.18 0.77 -0.33 0.113
C 0.04344 0.02262 -6.18058 -1.31 1.15 0.25 -0.175
C 0.26365 -1.17131 -7.03517 0.33 -1.17 -1.64 -0.190
C 1.12518 -2.10751 -6.22870 -0.33 0.57 1.25 -0.164
O 0.63006 -1.78972 -4.90420 0.62 -1.21 0.89 -0.168
C 0.27079 -0.42098 -4.75194 0.82 -0.59 -0.09 -0.198
H -1.02809 0.21368 -6.23910 0.12 0.86 -0.32 0.112
H 0.63582 0.85097 -6.56921 -0.15 0.21 0.54 0.118
H 0.70554 -0.84133 -7.97536 -0.04 -0.39 -0.18 0.115
H -0.67938 -1.67970 -7.23597 0.02 0.02 -0.18 0.117
H 2.19937 -1.95024 -6.32605 0.18 0.49 0.15 0.114
H 1.00229 -3.18276 -6.35845 -0.45 0.11 -0.15 0.119
H 1.02901 0.12090 -4.18663 0.40 0.14 -0.25 0.116
H -0.61366 -0.37023 -4.11691 -0.24 -0.15 -0.18 0.094
C 3.42769 3.23783 3.74402 1.79 0.14 0.24 0.007
O 3.75153 1.89997 3.19424 -1.13 0.25 0.21 -0.026
C 4.20190 0.93936 4.01465 1.49 -0.95 2.23 -0.525
O 4.55956 1.07689 5.19367 -1.21 -0.07 -2.72 0.088
O 4.31089 -0.25107 3.32017 -0.89 1.51 0.18 -0.036
C 4.67297 -1.45878 4.00200 1.06 -0.55 0.50 -0.045
H 2.96321 3.29512 4.72844 -0.03 -0.84 -0.11 0.096
H 2.88777 3.90688 3.07397 -0.35 -1.07 -0.60 0.091
H 4.39719 3.73015 3.82012 0.07 0.02 0.35 0.077
H 4.15539 -2.34790 3.64190 -0.74 0.72 -0.28 0.068
H 4.59812 -1.40232 5.08796 -0.25 0.39 -0.12 0.093
H 5.70534 -1.72028 3.76975 0.25 0.51 -0.02 0.090
C -0.99335 3.13934 -3.14244 0.96 -0.70 -0.48 -0.019
O -2.15466 3.57326 -2.45997 1.03 -1.01 1.63 -0.002
C -2.96232 4.36947 -3.06917 -1.23 1.35 -3.61 -0.616
O -2.73635 4.97864 -4.11798 -0.25 -0.73 1.85 0.107
O -4.16161 4.29460 -2.48927 0.94 -1.06 1.13 -0.009
C -5.26041 4.85296 -3.12190 -0.79 1.94 -0.68 -0.073
H -1.28286 2.63343 -4.06350 -0.04 0.42 -0.29 0.097
H -0.47674 2.37590 -2.56074 -0.40 0.23 0.52 0.071
H -0.24642 3.91413 -3.31539 -0.43 0.27 -0.16 0.110
H -5.10491 5.93060 -3.17301 -0.15 0.23 0.05 0.096
H -6.14644 4.66572 -2.51527 0.25 -0.28 -0.15 0.086
H -5.40690 4.56563 -4.16309 0.14 -0.60 0.17 0.106
C -3.95143 0.54429 -2.42746 -0.27 -0.33 -0.38 -0.033
O -4.71271 0.88785 -1.27542 -1.76 1.25 0.54 -0.016
C -5.85501 1.64647 -1.45701 -0.89 0.24 -0.39 -0.500
O -6.33149 2.04039 -2.51060 1.12 -0.80 1.37 0.108
O -6.44050 1.87191 -0.24300 2.20 -1.50 -0.17 -0.019
C -7.65340 2.54607 -0.05493 -0.88 0.39 -0.71 -0.062
H -3.52942 1.42830 -2.90552 -0.11 -0.08 -0.01 0.088
H -4.55909 -0.04856 -3.11111 -0.15 0.33 -0.25 0.101
H -3.16335 -0.13889 -2.11078 0.06 0.33 0.36 0.071
H -8.49383 2.07249 -0.56238 0.19 -0.04 -0.55 0.095
H -7.54978 3.57888 -0.38760 -0.21 0.04 0.10 0.092
H -7.95653 2.48940 0.99054 0.73 0.11 0.11 0.095
C 3.11018 -2.97364 -0.22391 -1.11 1.14 2.19 -0.047
O 3.97269 -4.03080 -0.34551 1.57 -2.06 -2.04 0.009
C 5.04196 -4.18777 0.41948 0.22 1.14 1.98 -0.554
O 5.35497 -3.49247 1.39715 -0.59 -1.31 -2.12 0.090
O 5.67951 -5.27491 -0.02144 -1.61 0.32 -0.24 -0.003
C 6.88226 -5.65263 0.58920 0.22 0.23 0.74 -0.046
H 2.21486 -3.05014 -0.84088 0.47 -0.50 -0.40 0.098
H 3.58400 -2.00471 -0.38127 0.07 -0.02 0.09 0.095
H 2.78732 -3.10820 0.80845 -0.53 1.22 0.19 0.082
H 6.86588 -6.72983 0.75492 0.24 -0.04 -0.76 0.097
H 6.93813 -5.25880 1.60403 0.28 0.52 -0.20 0.091
H 7.61784 -5.24367 -0.10346 0.72 -0.59 0.60 0.107
C 7.17218 4.10099 1.86717 0.32 0.04 -0.55 -0.031
O 6.59147 3.02255 1.11170 -1.31 0.45 -0.39 -0.040
C 5.57037 3.36735 0.25562 0.12 1.17 -1.30 -0.508
O 5.20214 4.51453 -0.08121 1.23 -3.70 1.68 0.082
O 5.07106 2.26511 -0.35715 -0.96 1.25 0.01 -0.031
C 5.38611 0.89005 -0.09634 0.82 0.42 0.76 -0.030
H 7.41728 4.89836 1.16558 -0.25 0.24 0.29 0.096
H 8.11158 3.74151 2.28719 -0.22 -0.27 -0.03 0.094
H 6.51301 4.41961 2.67468 -0.05 0.10 -0.21 0.086
H 6.47043 0.83966 -0.19532 -0.10 -0.70 0.04 0.098
H 4.84824 0.24054 -0.78694 0.19 0.57 -0.47 0.081
H 5.05576 0.55162 0.88572 0.19 0.38 0.27 0.082
```
Forces are in eV/Å.

HOMO in eV: -9.24
Orbital gap in eV: 9.73
LUMO energy in eV: 0.491
Charge: 0
Energy above the lowest of the compared OMol25 structures with the same formula, charge and spin in kJ/mol: 392.7